(1)
ORCA calculation (ωB97M-V/def2-TZVPD) on one molecule with the formula C3H3NO in a non-equilibrium geometry.

Computed properties:
* LUMO: -0.14 eV
* gap between HOMO and LUMO: 9.1 eV
* structure (SMILES): C#CC(N)=O
* HOMO energy: -9.279 eV

```
8
C3H3NO | the Open Molecules 2025 dataset | ωB97M-V/def2-TZVPD
C -0.54 0.08 0.13
C 0.83 -0.45 0.23
C 2.13 -0.24 -0.12
H -1.33 -1.78 -0.02
H -2.47 -0.22 0.36
H 3.27 -0.42 -0.15
N -1.59 -0.73 -0.18
O -0.36 1.40 -0.05
```

---

(2)
ORCA calculation (ωB97M-V/def2-TZVPD) on C12H20KN3O7S as an isolated structure in a non-equilibrium geometry.

Computed properties:
* LUMO: -1.93 eV
* gap between HOMO and LUMO: 2.6 eV
* HOMO energy: -4.490 eV

```
44
C12H20KN3O7S | the Open Molecules 2025 dataset | ωB97M-V/def2-TZVPD
K -20.42 -3.43 -8.52
C -25.71 -1.89 -5.48
O -25.38 -2.13 -6.79
H -26.74 -1.54 -5.37
H -25.83 -2.82 -4.93
H -25.04 -1.17 -5.02
C -29.28 3.42 0.17
N -28.58 2.30 -0.42
O -29.29 1.43 -0.91
O -27.36 2.29 -0.39
H -30.09 3.68 -0.50
H -28.54 4.22 0.17
H -29.48 3.11 1.20
C -26.29 -4.40 2.31
C -26.43 -4.85 0.86
O -25.17 -5.24 0.37
S -23.96 -4.55 1.32
O -23.64 -3.15 0.97
O -22.77 -5.48 1.43
O -24.88 -4.59 2.66
H -26.93 -4.97 2.98
H -26.59 -3.37 2.49
H -27.01 -4.13 0.28
H -27.12 -5.69 0.91
N -32.30 -7.12 -5.90
C -32.96 -7.40 -7.08
C -32.85 -6.32 -7.98
C -32.20 -5.32 -7.31
C -32.00 -5.79 -6.02
H -32.17 -7.85 -5.21
H -33.57 -8.29 -7.06
H -33.27 -6.36 -8.97
H -31.87 -4.33 -7.61
H -31.52 -5.26 -5.22
N -25.15 5.13 -5.11
C -26.43 5.39 -5.37
C -26.52 6.72 -5.70
C -25.27 7.30 -5.56
C -24.38 6.31 -5.25
H -24.85 4.18 -4.94
H -27.19 4.62 -5.43
H -27.39 7.23 -6.08
H -24.97 8.32 -5.76
H -23.32 6.30 -5.04
```

---

(3)
ORCA calculation (ωB97M-V/def2-TZVPD) on a 2-piece molecular cluster, C4H4O3 overall in a non-equilibrium geometry.

Computed properties:
* LUMO: -0.12 eV
* gap between HOMO and LUMO: 8.8 eV
* HOMO energy: -8.945 eV

```
11
C4H4O3 | the Open Molecules 2025 dataset | ωB97M-V/def2-TZVPD
O 3.02 0.91 -0.74
C 2.00 0.40 -0.68
O 1.25 0.10 1.49
C 0.29 -0.65 1.13
C -0.46 -0.35 -0.11
C -1.27 0.57 -0.88
O -1.40 -0.91 -0.82
H -0.78 -0.36 1.56
H 0.32 -1.75 1.27
H -0.89 0.94 -1.82
H -2.09 1.10 -0.41
```

---

(4)
ORCA calculation (ωB97M-V/def2-TZVPD) on C5H11Cl8HgO as an isolated structure in a non-equilibrium geometry.

Computed properties:
* net charge: +2
* LUMO (alpha / beta): -11.18 / -12.64 eV
* gap between HOMO and LUMO (alpha / beta): 5.2 / 3.7 eV
* 2S+1: 2
* HOMO energy (alpha / beta): -16.390 / -16.385 eV

```
26
C5H11Cl8HgO | the Open Molecules 2025 dataset | ωB97M-V/def2-TZVPD
Hg -1.64 -3.33 -1.59
C -1.51 -0.41 0.43
O -1.71 -1.29 -0.60
H -0.63 -0.69 1.01
H -1.45 0.63 0.10
H -2.28 -0.39 1.21
C 0.34 3.00 0.35
Cl 1.12 2.89 1.99
Cl 1.27 4.10 -0.65
H 0.30 1.99 -0.06
H -0.70 3.31 0.50
C 2.61 -0.14 0.13
Cl 2.62 -1.90 -0.23
Cl 3.04 0.05 1.87
H 3.38 0.31 -0.50
H 1.62 0.23 -0.11
C -1.27 1.86 -3.09
Cl -1.78 3.45 -2.42
Cl 0.49 1.60 -2.91
H -1.86 1.10 -2.56
H -1.62 1.80 -4.12
C -0.17 -3.57 2.32
Cl -0.45 -4.16 0.69
Cl 1.48 -3.88 2.91
H -0.36 -2.49 2.29
H -0.84 -4.07 3.02
```

---

(5)
ORCA calculation (ωB97M-V/def2-TZVPD) on C52H43BaCl5NO2P3S as an isolated structure in a non-equilibrium geometry.

Computed properties:
* LUMO (alpha / beta): -0.10 / -0.09 eV
* gap between HOMO and LUMO (alpha / beta): 5.9 / 5.9 eV
* HOMO energy (alpha / beta): -5.954 / -5.954 eV

```
108
C52H43BaCl5NO2P3S | the Open Molecules 2025 dataset | ωB97M-V/def2-TZVPD
Ba -1.15 -1.17 1.33
Cl -5.75 -6.57 -0.79
C -4.91 -5.41 0.18
C -5.38 -5.07 1.45
Cl -6.71 -5.90 2.22
C -4.72 -4.07 2.16
Cl -5.23 -3.55 3.76
C -3.61 -3.42 1.66
O -3.01 -2.41 2.25
C -3.01 -3.83 0.46
O -1.91 -3.21 0.11
C -3.71 -4.79 -0.28
Cl -3.10 -5.20 -1.86
C -1.43 1.60 -7.12
S -0.35 2.97 -6.65
C 0.74 2.01 -5.48
C -0.02 1.48 -4.27
C 0.92 0.65 -3.38
N 0.34 0.12 -2.14
P -0.82 -1.17 -1.92
C -0.57 -2.09 -3.51
C 0.48 -3.02 -3.55
C 0.77 -3.72 -4.71
C 0.04 -3.50 -5.85
C -0.99 -2.56 -5.83
C -1.29 -1.88 -4.66
C -2.47 -0.44 -2.11
C -3.51 -1.39 -2.21
C -4.83 -1.00 -2.12
C -5.15 0.35 -2.01
C -4.13 1.30 -1.97
C -2.79 0.89 -1.99
P 0.79 0.80 -0.66
C 0.52 2.62 -0.78
C 1.25 3.58 -1.52
C 0.85 4.92 -1.57
C -0.30 5.31 -0.90
C -1.03 4.39 -0.14
C -0.62 3.08 -0.10
C 2.61 0.63 -0.60
C 3.18 -0.52 -1.12
C 4.53 -0.80 -0.92
C 5.35 0.06 -0.20
C 4.77 1.22 0.34
C 3.42 1.48 0.16
H -2.07 1.96 -7.93
H -2.06 1.22 -6.31
H -0.87 0.76 -7.56
H 1.50 2.75 -5.17
H 1.26 1.25 -6.06
H -0.85 0.81 -4.57
H -0.46 2.31 -3.73
H 1.75 1.26 -3.07
H 1.34 -0.17 -3.96
H 1.02 -3.19 -2.62
H 1.59 -4.41 -4.73
H 0.29 -4.01 -6.76
H -1.57 -2.38 -6.73
H -2.10 -1.13 -4.67
H -3.27 -2.44 -2.33
H -5.61 -1.72 -2.23
H -6.18 0.68 -1.97
H -4.38 2.36 -1.96
H -2.01 1.64 -1.95
H 2.14 3.29 -2.05
H 1.43 5.59 -2.17
H -0.67 6.34 -0.94
H -1.89 4.72 0.41
H -1.20 2.38 0.49
H 2.58 -1.20 -1.70
H 4.94 -1.70 -1.38
H 6.40 -0.15 -0.03
H 5.36 1.92 0.89
H 2.98 2.37 0.59
Cl -1.55 -1.70 4.90
C -1.00 -0.35 5.86
C -1.58 -0.16 7.10
C -1.17 0.91 7.86
C -0.23 1.80 7.38
C 0.33 1.61 6.12
C -0.02 0.51 5.35
P 0.68 0.26 3.67
C 1.74 1.74 3.41
C 1.10 2.88 2.93
C 1.80 4.04 2.65
C 3.17 4.08 2.87
C 3.81 2.97 3.41
C 3.10 1.79 3.66
C 1.88 -1.11 3.89
C 2.15 -1.63 5.15
C 2.99 -2.71 5.29
C 3.60 -3.29 4.18
C 3.32 -2.78 2.92
C 2.47 -1.69 2.79
H -2.33 -0.85 7.43
H -1.62 1.05 8.84
H 0.07 2.65 7.98
H 1.04 2.32 5.72
H 0.03 2.85 2.74
H 1.27 4.91 2.25
H 3.76 4.96 2.64
H 4.87 2.98 3.58
H 3.61 0.91 4.03
H 1.70 -1.18 6.03
H 3.17 -3.09 6.28
H 4.24 -4.16 4.29
H 3.81 -3.17 2.04
H 2.33 -1.22 1.81
```

---

(6)
ORCA calculation (ωB97M-V/def2-TZVPD) on a 9-piece molecular cluster, C32H85N3O12 overall in a non-equilibrium geometry.

Computed properties:
* LUMO: 0.21 eV
* gap between HOMO and LUMO: 8.7 eV
* structure (SMILES): COCCNCCOC.COCCNCCOC.COCCNCCOC.CC(C)O.CC(C)O.CC(C)O.CC(C)O.CO.CO
* HOMO energy: -8.494 eV

```
132
C32H85N3O12 | the Open Molecules 2025 dataset | ωB97M-V/def2-TZVPD
C 2.82 -1.09 3.57
O 2.43 0.08 4.21
H 2.69 -1.95 4.22
H 2.26 -1.21 2.65
H 3.85 -0.99 3.22
H 3.06 0.32 4.90
C -0.04 1.90 -0.54
O -0.47 1.68 -1.86
H -0.45 1.09 0.07
H 1.05 1.89 -0.51
H -0.39 2.90 -0.31
H -0.59 2.58 -2.17
C -1.37 -4.72 -1.03
O -1.04 -5.45 0.16
C -1.92 -5.13 1.24
C -1.78 -6.04 2.43
N -2.21 -7.43 2.30
C -1.94 -8.11 1.00
C -2.37 -9.56 1.01
O -2.04 -10.02 -0.30
C -2.21 -11.43 -0.44
H -1.17 -3.66 -0.95
H -2.39 -4.86 -1.38
H -0.67 -5.08 -1.78
H -2.93 -5.03 0.85
H -1.54 -4.17 1.59
H -2.23 -5.56 3.29
H -0.73 -6.07 2.73
H -1.79 -7.99 3.02
H -0.88 -8.07 0.74
H -2.48 -7.55 0.24
H -3.41 -9.69 1.31
H -1.81 -10.01 1.84
H -3.18 -11.73 -0.03
H -1.42 -11.99 0.06
H -2.28 -11.66 -1.50
C 1.52 -2.42 -11.93
O 0.17 -1.99 -11.91
C -0.66 -2.68 -11.00
C -0.23 -2.53 -9.54
N -0.04 -1.14 -9.16
C 0.52 -1.11 -7.85
C 0.95 0.35 -7.49
O 2.06 0.71 -8.34
C 2.22 2.12 -8.40
H 2.22 -1.95 -12.61
H 1.53 -3.48 -12.17
H 2.02 -2.30 -10.97
H -0.61 -3.75 -11.21
H -1.70 -2.42 -11.14
H 0.66 -3.15 -9.46
H -0.96 -3.06 -8.94
H 0.69 -0.74 -9.73
H 1.34 -1.78 -7.62
H -0.18 -1.44 -7.08
H 1.33 0.24 -6.47
H 0.08 0.99 -7.39
H 3.15 2.32 -8.93
H 2.48 2.59 -7.45
H 1.39 2.54 -8.96
C -7.05 -0.92 10.61
O -6.31 -0.25 9.59
C -5.39 -1.08 8.93
C -4.61 -0.14 8.02
N -3.64 -0.81 7.17
C -2.63 -0.03 6.44
C -3.35 0.81 5.35
O -3.83 2.09 5.92
C -4.61 2.84 4.92
H -6.36 -1.16 11.42
H -7.43 -1.87 10.26
H -7.85 -0.35 11.09
H -5.88 -1.94 8.47
H -4.63 -1.50 9.59
H -4.11 0.55 8.70
H -5.30 0.49 7.46
H -3.13 -1.42 7.79
H -1.87 -0.70 6.04
H -2.11 0.64 7.12
H -4.18 0.29 4.85
H -2.62 1.12 4.60
H -5.45 2.21 4.61
H -3.96 3.20 4.13
H -5.01 3.75 5.38
C -3.08 5.64 -3.60
C -1.92 6.64 -3.28
C -1.81 7.20 -1.87
O -0.82 5.79 -3.61
H -4.00 6.23 -3.66
H -3.21 4.92 -2.79
H -3.00 5.17 -4.58
H -1.93 7.37 -4.09
H -0.92 7.81 -1.71
H -1.83 6.37 -1.15
H -2.61 7.89 -1.64
H -0.10 6.42 -3.71
C 6.17 5.67 2.46
C 7.00 4.59 1.69
C 6.29 3.29 1.46
O 7.41 5.15 0.42
H 6.73 6.54 2.81
H 5.66 5.30 3.36
H 5.34 6.08 1.88
H 7.91 4.37 2.24
H 6.28 2.74 2.40
H 6.69 2.66 0.65
H 5.28 3.53 1.14
H 7.92 5.95 0.54
C 0.42 6.47 4.20
C 0.60 7.22 5.54
C 1.41 6.45 6.64
O 1.16 8.47 5.35
H 1.41 6.27 3.79
H -0.15 7.11 3.52
H -0.02 5.47 4.27
H -0.35 7.37 6.04
H 2.43 6.29 6.30
H 0.96 5.48 6.84
H 1.37 7.03 7.56
H 1.22 8.96 6.18
C 3.99 -2.28 -2.00
C 4.64 -2.32 -3.43
C 5.26 -1.01 -3.82
O 5.63 -3.32 -3.51
H 4.76 -2.09 -1.25
H 3.46 -3.22 -1.80
H 3.26 -1.48 -1.91
H 3.89 -2.42 -4.22
H 4.51 -0.22 -3.89
H 5.76 -1.16 -4.78
H 6.10 -0.75 -3.17
H 5.79 -3.55 -4.43
```

---

(7)
ORCA calculation (ωB97M-V/def2-TZVPD) on C26H43FN3O2P2PtS2Si2 as an isolated structure in a non-equilibrium geometry.

Computed properties:
* LUMO (alpha / beta): -0.66 / -0.66 eV
* gap between HOMO and LUMO (alpha / beta): 4.6 / 6.5 eV
* 2S+1: 2
* HOMO energy (alpha / beta): -5.239 / -7.174 eV

```
82
C26H43FN3O2P2PtS2Si2 | the Open Molecules 2025 dataset | ωB97M-V/def2-TZVPD
Pt -0.12 0.48 0.05
C -1.08 -0.55 3.44
Si 0.14 0.55 2.45
C 0.08 2.28 3.21
C 1.86 -0.15 2.86
C 2.21 -0.69 4.10
C 3.48 -1.17 4.34
C 4.45 -1.09 3.34
C 4.12 -0.55 2.11
C 2.83 -0.08 1.84
Si 2.28 0.62 0.15
C 3.21 -0.45 -1.14
C 3.07 2.32 0.04
H -1.29 -0.12 4.43
H -0.68 -1.55 3.61
H -2.04 -0.64 2.93
H 0.58 2.28 4.18
H -0.94 2.62 3.35
H 0.58 3.00 2.56
H 1.46 -0.75 4.89
H 3.73 -1.59 5.31
H 5.46 -1.45 3.54
H 4.89 -0.49 1.34
H 4.23 -0.09 -1.25
H 2.73 -0.39 -2.12
H 3.28 -1.51 -0.86
H 4.09 2.27 0.43
H 2.51 3.06 0.61
H 3.12 2.67 -1.00
C 0.93 5.12 -4.33
C 1.11 4.47 -2.97
O 1.00 3.05 -3.10
P -0.24 2.25 -2.48
S -0.13 0.44 -3.22
S -0.29 2.78 -0.58
O -1.49 3.02 -3.14
C -2.84 2.90 -2.66
C -3.59 4.15 -3.06
H 1.07 6.20 -4.25
H -0.06 4.91 -4.72
H 1.67 4.73 -5.03
H 0.37 4.84 -2.26
H 2.10 4.67 -2.55
H -2.82 2.78 -1.57
H -3.27 2.01 -3.11
H -3.17 5.03 -2.56
H -4.64 4.06 -2.79
H -3.53 4.31 -4.14
C 1.39 -4.51 -0.69
N 1.19 -4.08 0.77
C -0.15 -4.64 1.24
N -1.21 -4.20 0.40
C -0.96 -4.61 -0.98
N 0.31 -4.09 -1.50
C 0.26 -2.62 -1.65
P -0.07 -1.74 -0.06
C 1.24 -2.59 0.95
C -1.49 -2.76 0.53
H 1.47 -5.60 -0.67
H 2.33 -4.07 -1.02
H 1.93 -4.49 1.33
H -0.29 -4.30 2.27
H -0.06 -5.72 1.21
H -1.77 -4.26 -1.61
H -0.93 -5.71 -1.01
H -0.52 -2.35 -2.36
H 1.20 -2.25 -2.05
H 1.11 -2.39 2.01
H 2.23 -2.23 0.68
H -2.39 -2.50 -0.02
H -1.69 -2.53 1.58
F -6.43 0.17 0.10
C -5.07 0.25 0.07
C -4.38 -0.39 -0.94
C -2.99 -0.30 -0.94
C -2.27 0.40 0.03
C -3.04 1.06 1.00
C -4.43 0.99 1.04
H -4.92 -0.93 -1.71
H -2.46 -0.75 -1.77
H -2.54 1.67 1.75
H -5.01 1.50 1.80
```

---

(8)
ORCA calculation (ωB97M-V/def2-TZVPD) on a 5-piece molecular cluster, C23H41F9N4O9PS overall in a non-equilibrium geometry.

Computed properties:
* net charge: +1
* LUMO: -3.13 eV
* gap between HOMO and LUMO: 7.9 eV
* HOMO energy: -11.029 eV

```
88
C23H41F9N4O9PS | the Open Molecules 2025 dataset | ωB97M-V/def2-TZVPD
C 2.79 0.84 4.92
C 1.41 1.11 4.27
C 1.32 0.34 2.95
F 2.53 0.48 2.30
C 0.18 0.67 2.00
N -0.80 1.57 2.08
P -1.18 2.71 3.34
O -1.38 2.08 4.62
O -0.14 3.89 3.33
O -2.55 3.42 2.89
C -1.63 1.55 0.97
C -1.13 0.57 0.19
C -1.72 0.17 -1.13
C -2.34 1.39 -1.86
O -3.76 1.34 -1.79
C -4.34 2.55 -1.39
C -5.80 2.59 -1.84
F -6.42 3.63 -1.28
F -5.82 2.82 -3.18
C -6.59 1.28 -1.59
F -7.86 1.55 -1.93
F -6.19 0.29 -2.41
C -6.62 0.80 -0.09
F -7.86 0.39 0.16
F -6.36 1.80 0.77
C -5.68 -0.40 0.24
F -4.45 0.03 0.59
F -6.19 -1.00 1.33
N -0.04 0.02 0.84
C 0.60 -1.12 0.12
C 1.88 -1.75 0.64
C 3.21 -1.19 0.06
C 3.13 0.19 -0.58
S 4.83 0.54 -1.13
C 4.88 2.22 -1.63
N 5.87 2.96 -1.87
N 5.32 4.18 -2.26
C 4.08 4.08 -2.21
O 3.68 2.82 -1.82
H 3.02 -0.22 4.99
H 3.54 1.39 4.35
H 2.75 1.32 5.90
H 1.38 2.18 4.06
H 0.66 0.78 4.98
H 1.22 -0.72 3.20
H -0.60 4.72 3.11
H -3.25 2.76 3.05
H -2.48 2.17 0.76
H -0.98 -0.24 -1.81
H -2.54 -0.53 -0.99
H -1.93 2.34 -1.52
H -2.08 1.32 -2.92
H -4.37 2.69 -0.30
H -3.87 3.43 -1.84
H -5.65 -1.16 -0.54
H -0.16 -1.91 0.07
H 0.74 -0.81 -0.91
H 1.98 -1.80 1.72
H 1.84 -2.80 0.32
H 3.58 -1.88 -0.71
H 3.96 -1.23 0.85
H 2.56 0.08 -1.50
H 2.72 0.98 0.04
H 3.31 4.80 -2.42
C -6.05 -2.99 -3.21
O -5.38 -2.31 -4.27
H -6.10 -4.04 -3.46
H -5.51 -2.86 -2.27
H -7.07 -2.60 -3.10
H -5.35 -1.38 -4.04
C 6.99 0.53 2.53
O 6.80 -0.80 2.06
H 6.01 0.97 2.72
H 7.57 0.53 3.46
H 7.51 1.12 1.77
H 7.67 -1.17 1.90
C 4.37 -3.82 -3.37
O 3.70 -2.59 -3.67
H 4.02 -4.17 -2.40
H 4.14 -4.57 -4.13
H 5.45 -3.66 -3.33
H 4.02 -2.30 -4.53
C 2.25 -5.80 -0.34
O 1.61 -4.55 -0.62
H 1.90 -6.15 0.62
H 1.99 -6.54 -1.11
H 3.33 -5.67 -0.30
H 1.93 -4.25 -1.48
```

---

Number 1: electronic energy -245.941345 Ha. Number 2: electronic energy -2157.953509 Ha. Number 3: electronic energy -380.355509 Ha. Number 4: electronic energy -4106.373320 Ha. Number 5: electronic energy -5961.398366 Ha. Number 6: electronic energy -2337.047974 Ha. Number 7: electronic energy -3608.643334 Ha. Number 8: electronic energy -3435.257422 Ha.